C9H14 | wB97M-V/def2-TZVPD

```
! RIJCOSX wB97M-V def2-TZVPD def2/J DEFGRID3
* xyz 0 1
C 3.37 -0.79 -1.70
C 1.87 -0.92 -1.52
C 1.17 0.12 -0.91
C -0.16 -0.07 -0.58
C -0.85 -1.20 -0.99
C -0.16 -2.22 -1.61
C 1.21 -2.08 -1.86
H 3.69 -1.08 -2.71
H 3.92 -1.38 -0.97
H 3.66 0.24 -1.51
H 1.67 1.03 -0.58
H -0.64 0.75 -0.05
H -1.90 -1.30 -0.76
H -0.67 -3.12 -1.93
H 1.77 -2.97 -2.12
C -2.74 1.32 2.65
C -1.74 2.40 2.26
H -3.20 1.53 3.61
H -3.55 1.24 1.93
H -2.32 0.32 2.77
H -1.83 2.71 1.23
H -0.70 2.15 2.50
H -1.89 3.31 2.85
*
```

Results
* LUMO: 1.03 eV
* HOMO-LUMO gap: 10.1022 eV
* F_max: 0.01849 hartree/bohr
* relative energy (zero: lowest compared OMol25 entry of this formula, charge and spin): 0.321 eV
* SMILES: Cc1ccccc1.CC
* E_HOMO: -0.3333 hartree

For each atom in turn, the natural (NBO) charge in e is: atom 1 (C): -0.63, atom 2 (C): 0.00, atom 3 (C): -0.22, atom 4 (C): -0.20, atom 5 (C): -0.23, atom 6 (C): -0.20, atom 7 (C): -0.23, atom 8 (H): 0.22, atom 9 (H): 0.22, atom 10 (H): 0.21, atom 11 (H): 0.21, atom 12 (H): 0.21, atom 13 (H): 0.21, atom 14 (H): 0.21, atom 15 (H): 0.21, atom 16 (C): -0.62, atom 17 (C): -0.62, atom 18 (H): 0.21, atom 19 (H): 0.21, atom 20 (H): 0.21, atom 21 (H): 0.21, atom 22 (H): 0.21, atom 23 (H): 0.21